[1]
15
Properties=species:S:1:pos:R:3:forces:R:3:lowdin_spin:R:1 method="wB97M-V/def2-TZVPD" homo_lumo_gap_ev="11.45 / 6.66" total_energy_ev=-16145.76539 relative_energy_ev=1.5440 homo_energy_ev="-15.43 / -15.40" spin_multiplicity=2 total_charge=+1
C -1.186242 -0.670123 -0.927932 1.7 -1.9 -0.3 0.001
C -0.163988 0.424712 -0.666305 1.0 0.7 -2.7 0.003
C -0.242360 0.981302 0.727066 1.2 -0.3 0.9 0.085
S 0.696462 2.599543 0.748612 -0.8 -0.1 2.1 0.820
H -0.683175 -1.207456 -1.834171 -1.7 0.6 1.5 0.000
H -2.230785 -0.371017 -1.109670 0.6 0.0 0.0 0.000
H -1.110102 -1.362018 -0.036112 -0.4 0.4 -1.2 0.000
H 0.888467 0.030242 -0.864924 -1.4 0.3 0.6 0.000
H -0.254261 1.212123 -1.539898 -0.1 -1.0 2.0 0.000
H 0.263871 0.252573 1.580525 -0.9 2.0 -2.2 0.032
H -1.283030 1.212158 1.078087 0.9 0.3 -0.2 0.020
H 1.344071 2.897260 -0.389141 -0.2 -0.9 -0.7 0.034
H 1.667063 -2.267868 0.476996 1.1 -1.2 -1.6 0.000
H 1.028567 -2.147130 1.794376 0.5 1.7 -1.9 0.000
O 1.265442 -1.584300 0.962491 -1.4 -0.7 3.6 0.005

[2]
16
Properties=species:S:1:pos:R:3:forces:R:3:lowdin_charge:R:1 method="wB97M-V/def2-TZVPD" homo_lumo_gap_ev=8.42 total_energy_ev=-26989.77735 relative_energy_ev=1.5128 homo_energy_ev=-8.92 spin_multiplicity=1 total_charge=0 smiles=CCSSC.O
C 1.960160 0.240430 -1.115192 0.7 1.3 0.9 -0.204
C 0.951411 1.293580 -0.616352 -1.1 -1.2 -1.6 -0.610
S -0.792183 0.568747 -0.678081 2.1 -1.2 2.8 0.520
S -0.119823 -0.747341 1.194383 -1.1 1.7 -2.6 0.547
C -0.195321 0.617851 2.298852 -0.2 -0.2 3.6 -0.599
H 2.863845 0.763075 -1.449426 -0.1 -0.1 -0.3 0.069
H 2.280221 -0.214319 -0.180171 0.0 -0.9 -0.4 0.035
H 1.618842 -0.458509 -1.867597 -0.2 0.0 0.1 0.063
H 0.829558 2.164294 -1.257589 0.4 0.2 0.1 0.052
H 1.256904 1.529740 0.393919 -0.5 0.6 0.1 0.029
H -1.160545 0.730153 2.801950 -0.4 0.1 -0.8 0.029
H 0.228918 1.619762 2.242232 0.1 -0.1 -1.3 0.042
H 0.353468 0.272242 3.204232 0.2 -0.3 -0.4 0.037
H -3.891156 -3.358222 -1.668927 0.0 -0.1 -0.2 0.032
H -3.012862 -2.202976 -1.290987 0.2 0.2 0.0 0.019
O -3.171438 -2.818512 -2.011242 -0.2 -0.1 0.2 -0.061

[3]
16
Properties=species:S:1:pos:R:3:forces:R:3:lowdin_charge:R:1 method="wB97M-V/def2-TZVPD" homo_lumo_gap_ev=8.67 total_energy_ev=-26990.60646 relative_energy_ev=0.6837 homo_energy_ev=-8.27 spin_multiplicity=1 total_charge=0 smiles=CCCSS.O
C 0.229538 0.898224 -0.669530 -0.5 0.1 -0.2 -0.346
C 0.185317 1.926924 -1.820510 0.2 0.0 1.4 -0.106
C 0.606556 -0.519490 -1.108594 0.3 0.2 1.3 -0.530
S 1.366476 -1.457048 0.344266 -0.2 0.7 -1.4 0.405
S -0.300811 -2.598580 0.678759 -0.2 -0.5 0.7 0.318
H 0.818345 1.209150 0.188851 0.6 0.3 -0.3 0.081
H -0.781693 0.949552 -0.216255 0.3 -0.7 -0.3 0.109
H 1.150554 2.371292 -2.066718 0.0 -0.2 0.0 0.070
H -0.435417 2.689514 -1.349558 -0.1 0.5 -0.9 0.069
H -0.261495 1.509848 -2.714590 -0.3 0.1 -0.1 0.069
H -0.304703 -1.003906 -1.457732 0.3 -0.5 0.0 0.054
H 1.379231 -0.574733 -1.869836 -0.1 0.3 -0.2 0.062
H 0.247775 -3.011892 1.832963 -0.4 -0.3 0.1 -0.188
H -0.920707 -0.958089 4.050611 0.2 0.0 0.5 0.026
H -1.344765 -0.833380 2.650274 -0.1 -0.1 -0.8 -0.036
O -1.634201 -0.597387 3.527597 -0.1 0.1 0.2 -0.059

[4]
16
Properties=species:S:1:pos:R:3:forces:R:3:lowdin_charge:R:1 method="wB97M-V/def2-TZVPD" homo_lumo_gap_ev=6.18 total_energy_ev=-26986.93501 relative_energy_ev=4.3551 homo_energy_ev=-8.95 spin_multiplicity=1 total_charge=0
C -1.122642 1.704473 0.240618 1.0 0.2 -0.7 -0.255
C -1.064651 0.543307 -0.744703 -5.9 0.9 1.1 -0.831
S -2.170778 -0.749640 -0.367226 1.2 0.8 -0.6 0.696
S 1.337997 0.791808 -0.148134 1.1 0.9 0.1 0.851
C 2.777279 -0.262785 -0.081768 -0.6 -0.8 0.4 -0.423
H -0.945990 1.354692 1.223155 0.1 -0.4 1.1 0.052
H -2.100478 2.135416 0.213294 -0.6 0.4 -0.2 0.074
H -0.342673 2.452899 0.020001 -0.7 0.0 0.0 0.038
H -1.255979 0.909772 -1.736293 0.8 -0.1 -0.8 0.073
H 0.015830 0.104972 -0.747016 2.7 -0.9 -0.2 -0.088
H 3.599828 0.235235 -0.535817 0.6 0.4 -0.5 0.018
H 2.992946 -0.479628 0.968435 -0.1 0.0 -0.2 0.048
H 2.588171 -1.196374 -0.597526 0.0 -0.3 -0.1 0.046
H 0.486306 -1.069895 0.356645 1.0 0.1 0.6 -0.092
H -0.519166 -2.005198 0.384594 -2.6 -1.2 0.0 -0.108
O 0.401548 -2.020099 0.487482 1.9 0.0 0.1 -0.097

[5]
16
Properties=species:S:1:pos:R:3:forces:R:3:lowdin_charge:R:1 method="wB97M-V/def2-TZVPD" homo_lumo_gap_ev=9.28 total_energy_ev=-26991.08435 relative_energy_ev=0.2058 homo_energy_ev=-8.68 spin_multiplicity=1 total_charge=0 smiles=CCSSC.O
C 0.289256 2.101444 0.037756 0.8 0.6 -0.1 -0.195
C 0.008430 1.441634 1.364245 0.0 -1.0 -0.7 -0.546
S 0.719584 -0.278134 1.548315 -0.5 0.2 0.5 0.445
S 1.972645 -0.628303 0.041534 0.6 0.0 -0.7 0.406
C 0.961421 -1.420217 -1.265909 0.4 0.0 1.1 -0.432
H -0.369341 1.745825 -0.741126 -0.2 -0.1 -0.2 0.065
H 1.323181 1.957127 -0.298673 -0.2 -0.3 0.1 0.037
H 0.212612 3.190108 0.086901 -0.4 0.0 0.2 0.072
H 0.363212 1.993059 2.208195 0.2 0.4 0.4 0.047
H -1.049798 1.233764 1.462061 -0.3 0.3 0.2 0.047
H 0.557000 -2.313371 -0.807114 -0.3 -0.1 -0.3 0.009
H 0.186962 -0.744309 -1.585670 -0.2 0.1 -0.3 0.018
H 1.659171 -1.676131 -2.053593 0.0 0.0 -0.2 0.024
H -2.611882 -2.486885 -0.640886 0.1 -0.2 -0.1 0.039
H -2.291123 -1.714613 0.608136 0.2 0.0 0.2 0.029
O -1.931332 -2.400997 0.035826 -0.3 0.1 -0.1 -0.065

[6]
16
Properties=species:S:1:pos:R:3:forces:R:3:lowdin_charge:R:1 method="wB97M-V/def2-TZVPD" homo_lumo_gap_ev=7.76 total_energy_ev=-26988.78754 relative_energy_ev=2.5026 homo_energy_ev=-9.11 spin_multiplicity=1 total_charge=0 smiles=CCSSC.O
C 1.348097 -1.669865 -0.808668 0.6 -1.7 -0.5 -0.239
C 1.918657 -0.651700 0.133031 2.9 -1.3 1.8 -0.821
S 1.326716 0.859911 -0.312646 -4.1 2.4 1.9 0.647
S -1.007960 0.390671 0.675759 2.0 0.2 -1.2 0.530
C -0.844065 0.539639 2.452404 -0.4 0.8 1.1 -0.543
H 2.068663 -2.564335 -0.861081 -1.6 0.9 0.1 0.096
H 0.294526 -1.888384 -0.527430 0.9 -0.4 -0.1 0.046
H 1.291090 -1.209692 -1.820969 0.2 -0.4 0.7 0.062
H 2.999614 -0.437673 -0.164940 -0.7 -0.6 0.4 0.077
H 2.011185 -0.882067 1.312326 -0.6 0.4 -2.8 0.130
H -0.405819 1.528911 2.636057 -1.0 0.1 0.3 0.023
H -0.185609 -0.061409 3.041435 0.9 -1.3 -0.5 0.009
H -1.826980 0.299933 2.986544 0.9 1.0 -1.2 0.066
H -2.382973 0.465923 -2.373169 -1.1 -1.0 -1.1 0.055
H -2.127969 -0.624608 -1.575718 -0.7 -1.2 -0.5 -0.028
O -2.671494 -0.493044 -2.390431 1.8 2.2 1.6 -0.111

[7]
15
Properties=species:S:1:pos:R:3:forces:R:3:lowdin_charge:R:1 method="wB97M-V/def2-TZVPD" homo_lumo_gap_ev=6.31 total_energy_ev=-13194.19781 relative_energy_ev=4.4765 homo_energy_ev=-6.61 spin_multiplicity=1 total_charge=0
C 1.938094 0.644127 -0.802511 0.9 -1.5 -0.6 -0.187
C -1.390110 1.418357 0.467424 0.2 1.3 -4.2 -0.179
C -0.983890 -1.987254 -0.020251 -0.3 -1.6 0.7 -0.210
O 0.676286 0.087079 -1.099633 -2.4 -0.1 -0.2 -0.367
Si -0.588584 -0.165730 -0.151921 2.4 0.0 2.1 0.673
H 2.123319 0.254596 0.254881 0.7 0.4 -1.0 -0.079
H 1.918655 1.754934 -0.754499 0.2 -0.7 -0.6 0.081
H 2.457810 0.093374 -1.693999 0.5 1.9 2.0 0.120
H -0.679031 2.311714 0.248041 -1.0 -1.7 0.0 0.079
H -2.362010 1.651659 -0.068661 1.0 -0.3 0.5 0.048
H -1.552039 1.493989 1.465049 -0.6 -0.3 3.1 -0.028
H -0.971529 -2.310339 1.081915 0.1 0.8 -1.5 0.054
H -1.996376 -2.275350 -0.355067 0.3 0.2 -0.1 0.016
H -0.234729 -2.692163 -0.540641 -1.0 1.6 0.6 0.071
H 1.644127 -0.278994 1.969875 -1.2 0.1 -0.9 -0.093

[8]
15
Properties=species:S:1:pos:R:3:forces:R:3:lowdin_spin:R:1 method="wB97M-V/def2-TZVPD" homo_lumo_gap_ev="6.83 / 8.78" total_energy_ev=-13193.10390 relative_energy_ev=0.4445 homo_energy_ev="-5.86 / -10.30" spin_multiplicity=3 total_charge=0
C 2.940391 -0.128820 0.555802 1.4 0.3 0.1 0.118
C -1.599477 -0.990493 1.102469 0.6 1.8 -0.8 0.093
C -1.513463 1.169093 -1.408589 2.6 2.0 2.0 0.113
O 1.884857 0.314799 1.254227 -0.4 0.1 0.3 0.831
Si -0.697549 -0.300387 -0.508103 -1.6 -0.3 0.6 0.612
H 2.832425 -1.158337 0.181847 0.1 -0.1 0.3 0.021
H 3.924576 0.082299 1.087652 -0.9 -0.4 -0.7 0.006
H 2.958027 0.436258 -0.399964 0.0 0.2 0.2 0.068
H -2.610881 -1.337950 0.868921 0.6 -1.1 -0.1 0.015
H -0.804103 -1.565031 1.570979 -0.7 -1.0 0.0 0.002
H -1.848168 -0.244520 1.864975 0.5 0.5 -0.3 0.012
H -1.064883 2.177284 -0.893347 -1.6 -2.1 -1.0 0.031
H -1.106555 1.268810 -2.374507 0.8 -0.2 -1.4 0.003
H -2.560219 1.218749 -1.601685 -0.9 -0.1 0.7 0.006
H 0.589851 -0.905933 -0.951346 -0.4 0.3 0.1 0.068